No. 1
A structure of composition C55H60BeN3P4S, computed with wB97M-V/def2-TZVPD.

Calculated values
- total charge = +3
- energy relative to the best compared isomer or geometry (same formula, charge and spin) (kcal per mole) = 11.92

Geometry (Å):
Be (0.037403, 0.093881, -0.801594)
C (-1.775851, -8.353516, -0.176143)
S (-0.197616, -7.734114, 0.445811)
C (-0.712740, -6.128502, 1.086076)
C (-0.717256, -5.021979, 0.031443)
C (-0.692082, -3.643605, 0.678014)
N (-0.431318, -2.524262, -0.267741)
P (1.108509, -1.754475, -0.422199)
C (2.172561, -2.348468, 0.893499)
C (2.411285, -1.537757, 2.003084)
C (3.106120, -2.041303, 3.094057)
C (3.551785, -3.353991, 3.080758)
C (3.326227, -4.165273, 1.971465)
C (2.642950, -3.667912, 0.875728)
C (1.914598, -2.285898, -1.976995)
C (3.309481, -2.338289, -2.065219)
C (3.928989, -2.647402, -3.270536)
C (3.167018, -2.888816, -4.405810)
C (1.781645, -2.804095, -4.336618)
C (1.162583, -2.495100, -3.130520)
P (-1.623451, -1.416673, -0.838554)
C (-2.337081, -2.075733, -2.366969)
C (-1.963687, -3.293349, -2.927004)
C (-2.646117, -3.783359, -4.034414)
C (-3.689743, -3.056291, -4.587608)
C (-4.054098, -1.829784, -4.042198)
C (-3.383717, -1.341365, -2.933784)
C (-3.070107, -1.440176, 0.243449)
C (-3.919245, -2.553243, 0.231611)
C (-5.047192, -2.572113, 1.031539)
C (-5.359737, -1.472248, 1.825108)
C (-4.536751, -0.356749, 1.825376)
C (-3.394908, -0.347580, 1.036381)
H (-1.588798, -9.363201, -0.536450)
H (-2.154359, -7.754753, -1.003474)
H (-2.509418, -8.401536, 0.626583)
H (0.001582, -5.889190, 1.878325)
H (-1.692834, -6.237484, 1.554400)
H (-1.593492, -5.123960, -0.612223)
H (0.167242, -5.143002, -0.601069)
H (0.094441, -3.623243, 1.430884)
H (-1.623837, -3.435329, 1.204095)
H (2.059277, -0.514313, 2.016811)
H (3.296022, -1.410043, 3.952605)
H (4.082117, -3.751267, 3.936470)
H (3.682296, -5.187228, 1.962824)
H (2.471324, -4.307356, 0.018675)
H (3.919061, -2.177072, -1.185468)
H (5.006122, -2.741431, -3.310534)
H (3.647429, -3.176736, -5.331420)
H (1.180268, -3.016301, -5.212035)
H (0.081554, -2.469243, -3.087877)
H (-1.163259, -3.875115, -2.492216)
H (-2.367316, -4.740009, -4.457250)
H (-4.227626, -3.447631, -5.441038)
H (-4.870900, -1.265387, -4.472243)
H (-3.693193, -0.398537, -2.492589)
H (-3.706636, -3.400009, -0.411168)
H (-5.693939, -3.439141, 1.028121)
H (-6.253327, -1.484684, 2.435469)
H (-4.784258, 0.502328, 2.436396)
H (-2.747455, 0.511874, 1.040466)
N (3.311551, 0.431852, -4.773539)
C (1.879648, 0.773264, -4.410858)
C (1.716518, 0.820454, -2.890840)
N (0.321144, 0.584349, -2.481063)
H (3.487204, 0.578593, -5.773495)
H (3.514431, -0.542584, -4.567962)
H (3.990938, 1.005423, -4.263786)
H (1.256057, -0.004544, -4.851945)
H (1.638909, 1.721749, -4.886030)
H (2.020321, 1.794213, -2.507309)
H (2.354154, 0.063442, -2.418804)
H (-0.107496, -0.126751, -3.076301)
H (-0.241228, 1.434245, -2.607337)
C (1.699060, 2.820765, 0.427426)
P (0.162706, 1.864845, 0.515847)
C (-0.017215, 1.397568, 2.251664)
C (-0.474056, 0.118966, 2.577819)
C (-0.491322, -0.316043, 3.893197)
C (-0.012052, 0.513091, 4.897337)
C (0.500393, 1.765039, 4.578537)
C (0.498085, 2.205227, 3.265305)
C (-1.080220, 3.012877, -0.185570)
C (-2.357345, 3.230827, 0.317586)
C (-3.264446, 4.023343, -0.377268)
C (-2.911207, 4.604846, -1.583777)
C (-1.627530, 4.419153, -2.085730)
C (-0.718565, 3.635893, -1.388140)
P (1.791991, 4.699624, 0.666871)
C (0.122854, 5.317898, 1.082813)
C (-0.344769, 6.272360, 0.176502)
C (-1.541735, 6.944205, 0.392772)
C (-2.289530, 6.670693, 1.525921)
C (-1.835278, 5.727215, 2.443187)
C (-0.641310, 5.059588, 2.225360)
C (2.751853, 4.772965, 2.234194)
C (3.920675, 4.016054, 2.372239)
C (4.724961, 4.138821, 3.494206)
C (4.392618, 5.045162, 4.491842)
C (3.264194, 5.836247, 4.347497)
C (2.451877, 5.706775, 3.227183)
H (2.153406, 2.672924, -0.553904)
H (2.377287, 2.347385, 1.140115)
H (-0.813174, -0.556200, 1.805456)
H (-0.870502, -1.301596, 4.132605)
H (-0.015687, 0.175482, 5.925502)
H (0.914059, 2.400565, 5.350621)
H (0.940031, 3.163951, 3.033282)
H (-2.648725, 2.824717, 1.275542)
H (-4.248808, 4.196624, 0.038599)
H (-3.615940, 5.233931, -2.110608)
H (-1.327030, 4.912267, -3.001618)
H (0.305060, 3.576859, -1.750636)
H (0.254089, 6.514924, -0.694292)
H (-1.877565, 7.690203, -0.315386)
H (-3.215612, 7.200081, 1.706191)
H (-2.399157, 5.533025, 3.346169)
H (-0.301493, 4.369386, 2.982565)
H (4.236106, 3.337176, 1.587419)
H (5.624731, 3.543056, 3.580820)
H (5.022869, 5.149058, 5.364932)
H (3.014838, 6.568405, 5.104543)
H (1.587830, 6.348605, 3.131972)

Atoms 1-6, force components in eV/Å:
0.1 0.5 0.0
0.1 0.0 0.0
-0.1 -0.1 0.0
0.0 0.0 0.0
0.0 0.1 0.0
0.0 -0.2 -0.3

Mulliken atomic charge list, values in e, 4 entries: -1.652, -0.817, -0.055, -0.996


No. 2
The molecule C2H3NP2 at a distorted geometry, computed with wB97M-V/def2-TZVPD.

Calculated values
- SMILES = C1=NP=[PH]=C1
- total charge = 0
- energy relative to the best compared isomer or geometry (same formula, charge and spin) (kcal per mole) = 8.35

Geometry (Å):
C (-0.360810, -1.041648, -0.270065)
N (0.930805, -1.357078, -0.008392)
P (1.929229, -0.107484, 0.313405)
P (0.559934, 1.437856, -0.057737)
C (-0.790346, 0.299898, -0.315448)
H (-1.076162, -1.968498, -0.426182)
H (0.580821, 1.959622, 1.303223)
H (-1.773474, 0.777330, -0.538806)

Atoms 1-6, force components in eV/Å:
-2.7 0.1 -0.7
0.8 0.9 0.3
0.6 -1.5 0.2
-0.3 0.6 0.0
-0.1 -0.7 0.6
1.4 2.2 0.1

Mulliken atomic charge list, values in e, 4 entries: -0.154, -0.443, 0.098, -0.122


No. 3
A cluster of 2 separate species, C5H13NO in total at a distorted geometry, computed with wB97M-V/def2-TZVPD.

Calculated values
- SMILES = C=CCCNC.O
- total charge = 0
- energy relative to the best compared isomer or geometry (same formula, charge and spin) (kcal per mole) = 89.57

Geometry (Å):
C (-1.110333, -2.896869, 1.453962)
C (-0.266561, -1.978681, 0.885987)
C (-0.208583, -0.564613, 1.267081)
C (0.471182, 0.426644, 0.297217)
N (1.406872, -0.174459, -0.666286)
C (1.540717, 0.521130, -1.942372)
H (-1.742672, -3.588244, 0.905055)
H (-1.411227, -2.611082, 2.474416)
H (0.688224, -2.345824, 0.467586)
H (0.594832, -0.522928, 2.064398)
H (-1.107401, -0.142902, 1.728847)
H (0.967653, 1.134299, 0.946460)
H (-0.265636, 0.935971, -0.362211)
H (2.305215, -0.334533, -0.233454)
H (0.925101, 1.422875, -1.939401)
H (2.523450, 0.997368, -2.091963)
H (1.194756, -0.035445, -2.791268)
O (-1.674701, 3.368748, -0.929966)
H (-0.978169, 3.410328, -0.269983)
H (-2.482343, 3.073198, -0.491055)

Atoms 1-6, force components in eV/Å:
-0.3 2.0 0.2
0.4 -1.8 0.5
2.4 0.5 2.2
-0.8 -0.2 -1.8
0.0 -0.1 0.4
0.1 1.6 0.8

Mulliken atomic charge list, values in e, 4 entries: -0.769, -0.137, -0.611, -0.414


No. 4
The molecule C5H8O, computed with wB97M-V/def2-TZVPD.

Calculated values
- SMILES = C[C@@H]1C=CCO1
- total charge = 0
- energy relative to the best compared isomer or geometry (same formula, charge and spin) (kcal per mole) = 30.56

Geometry (Å):
C (-1.741771, -0.660089, 0.011452)
C (-0.676118, 0.377094, -0.344278)
C (0.527080, -0.272412, -0.980902)
C (1.531330, -0.305566, -0.118285)
C (1.234116, 0.725816, 0.928935)
O (-0.166623, 0.940707, 0.867081)
H (-2.573516, -0.196367, 0.551068)
H (-1.292729, -1.421100, 0.659331)
H (-2.135258, -1.152971, -0.884773)
H (-1.114701, 1.171558, -0.967536)
H (0.597305, -0.558192, -2.016243)
H (2.485474, -0.807948, -0.240432)
H (1.764375, 1.637355, 0.601041)
H (1.540088, 0.490084, 1.947736)

Atoms 1-6, force components in eV/Å:
-0.1 0.0 0.0
-0.1 -0.1 -0.2
0.1 -0.1 0.0
0.1 0.4 -0.3
0.3 0.0 0.2
0.0 0.0 0.0

Mulliken atomic charge list, values in e, 4 entries: -1.257, 0.327, -0.438, -0.413


No. 5
A cluster of 8 separate species, C21H51BrIN2O15P in total at a distorted geometry, computed with wB97M-V/def2-TZVPD.

Calculated values
- SMILES = C[C@H](Br)C[C@H](C#N)[C@@H](C#N)P(O)I.OCCO.OCCO.OCCO.OCCO.OCCO.OCCO.OCCO
- total charge = 0

Geometry (Å):
C (-0.660361, -2.107664, 4.396938)
C (0.359322, -1.000129, 4.664009)
Br (-0.458114, 0.760473, 4.451732)
C (1.675815, -1.129483, 3.871909)
C (1.549021, -1.607370, 2.408525)
C (2.895861, -1.885169, 1.852406)
N (3.888029, -2.097372, 1.341169)
C (0.789308, -0.605551, 1.475386)
C (1.660303, 0.275798, 0.693300)
N (2.339855, 0.966471, 0.078842)
P (-0.208138, -1.694956, 0.257007)
O (0.567397, -1.444049, -1.151882)
I (-2.330914, -0.540261, 0.046527)
H (-0.233287, -3.072071, 4.705103)
H (-1.565971, -1.934697, 4.988887)
H (-0.967511, -2.155105, 3.345389)
H (0.634711, -1.049656, 5.723948)
H (2.275608, -1.887477, 4.401137)
H (2.251559, -0.196057, 3.925205)
H (1.020819, -2.569164, 2.350017)
H (0.106552, 0.041825, 2.036435)
H (1.353978, -2.016620, -1.178883)
O (0.263950, 3.326087, 1.937670)
C (0.135117, 4.505027, 1.138636)
C (-0.153318, 4.152156, -0.301190)
O (-1.358339, 3.379937, -0.386675)
H (1.084349, 2.897598, 1.666074)
H (-0.694531, 5.069173, 1.566970)
H (1.048235, 5.105373, 1.209820)
H (-0.288176, 5.054047, -0.894445)
H (0.672607, 3.569400, -0.708920)
H (-1.319542, 2.770982, 0.362640)
O (-5.747806, -0.445507, -1.201713)
C (-6.465768, -1.347498, -2.046912)
C (-5.647714, -1.696160, -3.271392)
O (-4.403341, -2.273271, -2.909885)
H (-5.703266, 0.411936, -1.640366)
H (-6.641318, -2.234219, -1.442248)
H (-7.431452, -0.918295, -2.330697)
H (-6.178424, -2.422702, -3.887794)
H (-5.470960, -0.792859, -3.871910)
H (-4.080961, -1.782274, -2.141790)
O (1.640375, -4.823737, -1.818881)
C (1.351833, -4.221414, -3.088606)
C (2.165710, -4.887597, -4.176535)
O (1.898612, -6.278112, -4.228711)
H (2.543101, -4.589053, -1.569797)
H (0.288098, -4.373604, -3.264089)
H (1.555299, -3.146509, -3.057813)
H (1.917527, -4.466555, -5.151144)
H (3.236104, -4.726169, -3.987919)
H (1.820721, -6.578118, -3.313430)
O (-7.918681, -3.027258, 0.482376)
C (-8.011913, -2.955182, 1.906266)
C (-6.893272, -3.743700, 2.551844)
O (-5.623929, -3.264377, 2.141581)
H (-8.153785, -3.921828, 0.210062)
H (-7.915578, -1.899674, 2.157978)
H (-8.988648, -3.313464, 2.245421)
H (-6.941099, -3.651924, 3.637466)
H (-6.991430, -4.806230, 2.288596)
H (-5.696144, -3.046913, 1.202463)
O (8.622131, -3.709068, -0.021227)
C (7.926714, -4.063878, 1.175809)
C (6.448376, -4.220342, 0.898558)
O (6.226586, -5.209863, -0.100948)
H (8.376961, -2.805808, -0.251639)
H (8.354013, -5.013325, 1.497311)
H (8.097721, -3.315632, 1.956060)
H (5.917713, -4.536636, 1.797054)
H (6.026773, -3.267596, 0.567660)
H (6.928579, -5.093454, -0.754855)
O (-1.929962, 9.010494, 0.254149)
C (-2.524252, 8.131888, -0.703022)
C (-1.542322, 7.818026, -1.810175)
O (-0.359157, 7.241873, -1.279400)
H (-1.834419, 9.879126, -0.152469)
H (-2.771754, 7.221238, -0.158259)
H (-3.444693, 8.563625, -1.107573)
H (-1.970890, 7.103166, -2.513176)
H (-1.290867, 8.737231, -2.356658)
H (-0.173834, 7.715410, -0.456775)
O (2.800558, 3.656417, -1.141120)
C (3.958022, 4.467566, -0.948220)
C (4.943722, 4.257962, -2.076810)
O (4.350124, 4.554181, -3.329250)
H (3.053911, 2.735483, -0.988842)
H (3.604092, 5.498857, -0.949514)
H (4.423043, 4.250835, 0.019327)
H (5.807917, 4.912865, -1.958603)
H (5.293021, 3.216166, -2.070098)
H (3.444192, 4.219242, -3.286789)

Atoms 1-6, force components in eV/Å:
0.0 0.2 0.1
0.2 -0.5 0.2
0.0 0.1 0.0
0.1 -0.3 0.2
0.4 0.4 0.0
-1.9 0.3 0.7

Mulliken atomic charge list, values in e, 4 entries: -1.237, 0.077, -0.116, -1.188


No. 6
A structure of composition C4H9NS at a distorted geometry, computed with wB97M-V/def2-TZVPD.

Calculated values
- total charge = 0
- energy relative to the best compared isomer or geometry (same formula, charge and spin) (kcal per mole) = 130.37

Geometry (Å):
C (1.027607, -0.796069, -0.238443)
C (-0.046872, -0.075605, 0.480353)
C (-0.647991, 1.092998, -0.161917)
C (-1.297578, -0.183099, -0.454686)
H (2.449795, -0.306588, 1.351833)
H (2.954395, 0.433082, -0.291694)
H (1.144304, -0.102631, -1.209413)
H (0.549573, -1.869694, -0.534363)
H (-0.447196, -0.034049, 1.596962)
H (0.145101, 1.416826, -1.068259)
H (-1.097906, 1.973099, 0.464423)
H (-0.804106, -0.857604, -1.318986)
H (-3.244668, 0.570847, 0.999434)
N (2.452805, -0.642681, 0.276108)
S (-3.137261, -0.618838, 0.108647)

Atoms 1-6, force components in eV/Å:
1.5 1.0 -1.8
-3.9 -0.3 3.1
2.3 3.9 -2.7
-0.3 -2.4 -0.1
-0.2 -1.1 -3.2
-2.2 -4.4 2.4

Mulliken atomic charge list, values in e, 4 entries: -0.605, 0.175, -0.451, -0.276


What did we get for Kohn-Sham gap? Answer: 6.6; 8.1; 8.7; 10.2; 9.2; 9.4 eV, in the order shown.